Here is 2 unconnected molecules or ions with the total composition C3H10S2 at a distorted geometry from the OMol25 dataset. Energies are from wB97M-V/def2-TZVPD.

Structure (XYZ):
```
15
Properties=species:S:1:pos:R:3
C 1.84920 -0.73104 -1.35623
S 1.20142 -1.04922 0.36485
C 1.94526 0.28294 1.22653
H 2.68237 -1.42459 -1.32961
H 1.06808 -1.05875 -2.02980
H 2.21377 0.28252 -1.43145
H 1.31107 1.18029 1.12561
H 2.91088 0.62098 0.85395
H 1.99255 0.04061 2.28495
C -3.24747 0.61527 0.19037
S -2.24708 -0.36003 -0.98091
H -3.45266 1.61207 -0.18593
H -2.75999 0.65017 1.15944
H -4.22674 0.13920 0.29058
H -1.24067 -0.80041 -0.18237
```

Summary:
Energy above the lowest of the compared OMol25 structures with the same formula, charge and spin   17.40 kcal per mole
M   110.25 g/mol
Highest occupied orbital energy   -8.418 eV
E   -24942.9419 eV
HOMO-LUMO gap   9.279 eV
Maximum force   2.2 eV/A
Structure (SMILES)   CSC.CS